No. 1
Molecular formula: C5H7N
Method: DFT, ωB97M-V/def2-TZVPD

Positions of all 13 atoms, in Å:
C1 1.66578 0.05025 -0.06204
C2 0.46313 0.16647 -0.65555
C3 -0.35450 -1.03629 -0.67548
N1 -1.54547 -0.65445 -0.33256
C4 -1.72814 0.80628 -0.12134
C5 -0.47698 1.25841 -0.46304
H1 0.37199 0.01153 1.84044
H2 2.16662 -0.90471 0.07007
H3 2.13897 0.92335 0.38105
H4 -0.05152 -2.06511 -0.83376
H5 -2.29734 -1.30579 -0.14231
H6 -0.25347 0.41892 1.76372
H7 -0.14400 2.28412 -0.34656

Computed properties:
2S+1: 1
Frontier orbital gap: 7.3 eV
M: 81.12 u
Relative energy (zero: lowest compared OMol25 entry of this formula, charge and spin): 5.091 eV

natural (NBO) population analysis, charges in e, atoms 1 to 8:
1 C -0.2375
2 C -0.1315
3 C 0.1391
4 N -0.4697
5 C -0.1380
6 C -0.4070
7 H -0.0523
8 H 0.2013

---

No. 2
Molecular formula: C16H25N4
Method: DFT, ωB97M-V/def2-TZVPD

Positions of all 45 atoms, in Å:
C1 3.75284 -1.26827 -0.24734
C2 3.97925 0.21394 -0.13505
N1 5.08669 0.80286 -0.30409
C3 2.79476 1.09773 0.22274
C4 1.57917 0.83106 -0.62390
C5 1.61646 1.05222 -2.00446
C6 0.50530 0.78980 -2.79864
C7 -0.63747 0.31329 -2.20286
N2 -0.65486 0.11208 -0.88099
C8 0.40004 0.35057 -0.08984
H1 2.86910 -1.50567 -0.84287
H2 3.59837 -1.70236 0.74289
H3 4.60945 -1.74516 -0.72016
H4 5.82816 0.13858 -0.52666
H5 3.10909 2.12432 0.03166
H6 2.55808 0.98982 1.28277
H7 2.53118 1.43171 -2.44629
H8 0.53839 0.95342 -3.86562
H9 -1.54285 0.09473 -2.74853
H10 -1.51311 -0.25221 -0.45628
H11 0.29361 0.16141 0.96834
C9 1.47703 2.94170 3.78227
C10 0.16804 3.65170 3.45932
C11 -1.06484 2.86076 3.91500
C12 -1.14822 1.55935 3.25426
N3 -1.21212 0.53683 2.73847
H12 1.54403 1.98034 3.26862
H13 2.33021 3.54513 3.47414
H14 1.57032 2.75335 4.85243
H15 0.09750 3.83860 2.38550
H16 0.14789 4.62437 3.95075
H17 -1.98247 3.40628 3.69272
H18 -1.03353 2.69084 4.99247
C13 -2.52673 -4.25473 -2.22092
C14 -4.01504 -3.93163 -2.25621
C15 -4.29510 -2.43628 -2.45781
C16 -3.73752 -1.63132 -1.37224
N4 -3.35476 -1.01188 -0.48487
H19 -2.03366 -3.76412 -1.37900
H20 -2.36921 -5.32617 -2.11107
H21 -2.03252 -3.93832 -3.14235
H22 -4.48907 -4.26315 -1.33168
H23 -4.49273 -4.47500 -3.07138
H24 -5.36692 -2.23938 -2.49720
H25 -3.86121 -2.08958 -3.39806

Computed properties:
2S+1: 1
Frontier orbital gap: 9.0 eV
M: 273.40 u
Relative energy (zero: lowest compared OMol25 entry of this formula, charge and spin): 0.000 eV
Net charge: +1

natural (NBO) population analysis, charges in e, atoms 1 to 8:
1 C -0.6950
2 C 0.3085
3 N -0.5882
4 C -0.4916
5 C -0.0144
6 C -0.0982
7 C -0.2265
8 C 0.0769

---

No. 3
Molecular formula: C52H37N8SV
Method: DFT, ωB97M-V/def2-TZVPD

Positions of all 99 atoms, in Å:
V1 0.22377 -0.11466 -0.55131
C1 -3.64276 1.14891 -6.95357
C2 -4.34195 1.34476 -5.77060
C3 -3.72556 1.09843 -4.55312
C4 -2.40447 0.65845 -4.50492
C5 -1.71389 0.45347 -5.69418
C6 -2.33189 0.69808 -6.91316
C7 -1.74559 0.46812 -3.18018
C8 -1.08115 1.57444 -2.63986
C9 -0.97115 2.86832 -3.25932
C10 -0.52027 3.72853 -2.31067
C11 -0.40066 2.98566 -1.08433
N1 -0.62609 1.63548 -1.35661
C12 -0.11779 3.43618 0.20943
C13 -0.42203 2.47000 1.21132
C14 -1.64851 1.70241 1.15665
C15 -1.48238 0.68424 2.03013
C16 -0.15001 0.84205 2.56360
C17 0.55655 -0.24135 3.17102
C18 1.36506 -0.05725 4.37382
C19 2.38534 -0.93435 4.75259
C20 3.05964 -0.76122 5.94977
C21 2.74432 0.29938 6.78674
C22 1.75047 1.19466 6.41353
C23 1.06893 1.01713 5.22357
C24 0.29495 -1.46329 2.54245
N2 -0.27379 -1.51548 1.28612
C25 -0.67858 -2.78822 1.09324
C26 -1.48583 -3.19781 0.02299
C27 -2.06458 -4.56841 0.07551
C28 -1.26218 -5.69612 -0.07118
C29 -1.81802 -6.96685 -0.03408
C30 -3.18239 -7.12639 0.15556
C31 -3.98798 -6.00829 0.31991
C32 -3.43299 -4.73846 0.28142
C33 -1.83878 -2.37477 -1.04683
C34 -2.68508 -2.81646 -2.13117
C35 -2.75603 -1.80163 -3.02063
C36 -1.95249 -0.72825 -2.49943
N3 -1.39684 -1.09841 -1.29997
C37 -0.29716 -3.60304 2.22464
C38 0.34284 -2.79102 3.10139
N4 0.41553 1.99820 2.15780
C39 0.47577 4.74293 0.54727
C40 0.06406 5.92396 -0.07571
C41 0.60253 7.14751 0.29127
C42 1.56864 7.21738 1.28241
C43 1.98091 6.05210 1.91388
C44 1.43524 4.82888 1.56400
H1 -4.11941 1.34931 -7.90467
H2 -5.36720 1.69164 -5.79762
H3 -4.26612 1.24796 -3.62620
H4 -0.68993 0.10091 -5.65606
H5 -1.78925 0.53636 -7.83615
H6 -1.21665 3.08804 -4.28605
H7 -0.31233 4.77707 -2.43555
H8 -2.53768 1.98232 0.61599
H9 -2.19612 -0.06055 2.34084
H10 2.65832 -1.75559 4.10142
H11 3.84361 -1.45267 6.23236
H12 3.27010 0.42906 7.72389
H13 1.50186 2.02940 7.05623
H14 0.27673 1.69706 4.94078
H15 -0.19650 -5.56710 -0.22276
H16 -1.18529 -7.83637 -0.16183
H17 -3.61660 -8.11763 0.17625
H18 -5.05348 -6.12384 0.47361
H19 -4.05913 -3.86480 0.41391
H20 -3.15662 -3.78180 -2.19641
H21 -3.29746 -1.77012 -3.95203
H22 -0.50683 -4.65543 2.32760
H23 0.73350 -3.04211 4.07401
H24 -0.71018 5.89389 -0.82881
H25 0.25814 8.05122 -0.19561
H26 1.98840 8.17247 1.57111
H27 2.73576 6.09680 2.68949
H28 1.73628 3.92111 2.06781
C45 3.53495 -2.08896 1.25064
C46 2.63336 -1.09486 0.59901
N5 1.69162 -1.40252 -0.21949
N6 1.60810 -2.62960 -0.78963
C47 1.28568 -2.47323 -2.04810
N7 1.10158 -3.55130 -2.83016
S1 1.14427 -0.88530 -2.75403
C48 2.86570 0.33887 0.63774
C49 4.00413 0.90003 1.20470
C50 4.34762 2.19662 0.87671
C51 3.57799 2.87263 -0.05606
C52 2.44889 2.24784 -0.55716
N8 2.04267 1.04202 -0.17297
H29 3.05252 -3.06350 1.25318
H30 3.73826 -1.78047 2.27686
H31 4.48682 -2.17040 0.72063
H32 1.26115 -4.47469 -2.46760
H33 0.97702 -3.40886 -3.81390
H34 4.62957 0.30868 1.85841
H35 5.23239 2.65553 1.29803
H36 3.83944 3.86414 -0.39545
H37 1.87468 2.73280 -1.32814

Computed properties:
2S+1: 3
Frontier orbital gap (alpha / beta): 5.5 / 5.5 eV
M: 856.93 u
Relative energy (zero: lowest compared OMol25 entry of this formula, charge and spin): 2.624 eV

Mulliken population analysis, charges in e, atoms 1 to 8:
1 V -0.1922
2 C -0.3388
3 C -0.8886
4 C 0.2847
5 C -0.8354
6 C 0.2587
7 C -0.8621
8 C 1.4013

---

No. 4
Molecular formula: C15H24O5
Method: DFT, ωB97M-V/def2-TZVPD

Positions of all 44 atoms, in Å:
C1 2.07640 -4.56046 2.36005
O1 0.89256 -3.98635 1.84148
C2 0.45980 -2.84198 2.50998
C3 -0.91953 -2.44268 1.95594
C4 -0.99806 -2.31518 0.42534
O2 -0.89726 -3.57925 -0.19885
C5 0.02909 -1.32822 -0.14145
C6 -0.17783 -1.10064 -1.64287
O3 0.13118 -2.24314 -2.40226
C7 0.73404 0.03244 -2.14264
O4 0.49045 1.27486 -1.53310
C8 -0.64743 1.95277 -2.01357
C9 -0.72036 3.34488 -1.44290
C10 0.13706 3.75747 -0.43410
C11 0.04369 5.03939 0.08070
C12 -0.90800 5.91853 -0.40500
C13 -1.76814 5.51100 -1.41155
C14 -1.67460 4.23196 -1.92786
O5 1.45092 -1.84934 2.37248
C15 1.39896 -0.80951 3.31301
H1 2.26839 -5.44642 1.75937
H2 1.93775 -4.84578 3.40885
H3 2.91529 -3.86594 2.28039
H4 0.34415 -3.06337 3.59691
H5 -1.62905 -3.21191 2.26626
H6 -1.21282 -1.49777 2.41354
H7 -2.00782 -1.96036 0.17424
H8 -0.12107 -4.01693 0.18167
H9 -0.05631 -0.36940 0.37017
H10 1.03533 -1.71786 0.01724
H11 -1.23261 -0.82074 -1.81783
H12 -0.28333 -2.99532 -1.94536
H13 1.76884 -0.22133 -1.90013
H14 0.63810 0.10125 -3.23501
H15 -1.56920 1.41158 -1.74213
H16 -0.61309 2.00803 -3.11444
H17 0.87810 3.06624 -0.06597
H18 0.71804 5.35265 0.86458
H19 -0.98014 6.91863 -0.00334
H20 -2.51225 6.19299 -1.79661
H21 -2.34502 3.91614 -2.71498
H22 1.39344 -1.20196 4.33776
H23 0.51850 -0.17380 3.17209
H24 2.29661 -0.21594 3.15369

Computed properties:
2S+1: 1
Frontier orbital gap: 9.7 eV
M: 284.35 u
Structure (SMILES): COC(C[C@H](O)C[C@H](O)COCc1ccccc1)OC
Relative energy (zero: lowest compared OMol25 entry of this formula, charge and spin): 0.101 eV

natural (NBO) population analysis, charges in e, atoms 1 to 8:
1 C -0.2502
2 O -0.5638
3 C 0.3976
4 C -0.4627
5 C 0.1048
6 O -0.7483
7 C -0.4662
8 C 0.0806